Record 1
# C20H41N2P3SZr

A molecular structure, C20H41N2P3SZr in a non-equilibrium geometry (ωB97M-V with the def2-TZVPD basis set, OMol25).

Summary:
**LUMO energy (alpha / beta)**: -15.21 / -15.25 eV
**Orbital gap (alpha / beta)**: 4.29 / 4.23 eV
**HOMO (alpha / beta)**: -19.50 / -19.48 eV
**Net charge**: +4

Each line ends with the Mulliken charge.
Atoms and positions in Å:
Zr -0.4465 -0.0572 -0.9713  -0.339
P 1.8863 0.6606 0.2142  0.943
P -2.6470 1.6573 -0.5479  0.918
P 0.5972 1.5614 -2.7837  1.232
H 0.9196 -5.1256 0.0805  0.359
C 1.5259 -4.6475 -0.7008  -0.585
C 2.6333 -3.9555 -0.3793  -0.585
H 2.9872 -3.9152 0.6563  0.298
C 2.4142 -0.2817 1.6881  -1.109
C 1.6899 2.3498 0.9376  -1.138
C 3.4704 0.7035 -0.6875  -1.039
C -4.1152 1.2001 -1.4830  -1.152
C -3.2433 1.9728 1.1580  -1.231
C -2.1846 3.3377 -1.1027  -1.121
C 1.9135 0.7159 -3.7513  -1.282
C 1.3737 3.2059 -2.5395  -1.574
C -0.5164 1.9809 -4.1791  -1.427
H 1.1505 -4.6744 -1.7292  0.262
H 3.2309 -3.4102 -1.1135  0.303
H 2.3324 -1.3546 1.4760  0.274
H 1.7981 -0.0542 2.5658  0.432
H 3.4574 -0.0369 1.9224  0.535
H 0.8514 2.3735 1.6508  0.287
H 1.4879 3.1076 0.1687  0.266
H 2.6072 2.6301 1.4741  0.452
H 3.6011 -0.2474 -1.2210  0.365
H 4.2847 0.8109 0.0407  0.558
H 3.5280 1.5206 -1.4137  0.294
H -4.8587 2.0045 -1.3827  0.473
H -4.5383 0.2767 -1.0746  0.429
H -3.8854 1.0740 -2.5487  0.331
H -4.0932 2.6674 1.1918  0.466
H -2.3899 2.3823 1.7160  0.431
H -3.5355 1.0065 1.5878  0.460
H -3.0571 3.9982 -0.9674  0.524
H -1.9151 3.3825 -2.1618  0.340
H -1.3707 3.7354 -0.4911  0.392
H 1.7437 0.9770 -4.8015  0.511
H 1.8584 -0.3733 -3.6644  0.261
H 2.9144 1.0517 -3.4510  0.463
H 1.4307 3.6701 -3.5294  0.570
H 2.3800 3.1636 -2.1110  0.425
H 0.7631 3.8420 -1.8905  0.373
H -0.3170 1.2812 -4.9980  0.546
H -0.2960 3.0077 -4.5140  0.454
H -1.5750 1.8851 -3.9200  0.269
C -0.8118 -2.3269 -4.2679  0.820
C -1.8599 -2.1600 -5.2181  -0.358
C -1.9596 -3.0255 -6.3015  -0.756
C -1.0325 -4.0567 -6.4465  -0.345
C 0.0835 -4.1476 -5.6075  -0.786
C 0.2101 -3.2792 -4.5339  -0.414
S -0.8179 -1.5448 -2.7508  0.072
H -1.8556 0.5339 0.2020  0.316
H -2.6039 -1.4008 -5.0165  0.427
H -2.7964 -2.9279 -7.0082  0.411
H -1.1804 -4.8214 -7.2051  0.450
H 0.8276 -4.9351 -5.7573  0.426
H 1.0183 -3.3651 -3.8046  0.405
N -1.0955 -2.3418 1.2672  -0.362
C -1.3444 -2.4848 2.5785  -0.292
C -1.0781 -1.2728 3.2035  -1.102
C -0.6620 -0.3999 2.2075  -0.351
N -0.6358 -1.0833 0.9974  0.664
H -1.2347 -3.0176 0.5250  0.132
H -1.6695 -3.4042 3.0314  0.526
H -1.1502 -0.9854 4.2478  0.510
H -0.3653 0.6491 2.2715  0.695

Record 2
# C3H7N4

2 unconnected molecules or ions with the total composition C3H7N4 in a non-equilibrium geometry (ωB97M-V with the def2-TZVPD basis set, OMol25).

Summary:
**LUMO energy (alpha / beta)**: -6.83 / -6.45 eV
**Orbital gap (alpha / beta)**: 8.14 / 8.33 eV
**Relative energy (zero: lowest compared OMol25 entry of this formula, charge and spin)**: 5.9345 eV
**HOMO (alpha / beta)**: -14.96 / -14.78 eV
**Net charge**: +1

Each line ends with the Mulliken charge.
Atoms and positions in Å:
C -0.9457 -1.0239 -0.3875  -0.044
C -1.4713 1.0446 -0.0495  0.070
C 0.0159 -0.9772 0.6644  -0.576
N -1.7317 -0.0915 -0.6494  -0.344
N -0.3263 1.3849 0.5386  -0.574
N 1.9474 0.3439 -0.8223  -0.299
N 0.5794 0.4168 0.6679  0.224
H -0.8873 -1.7805 -1.0681  0.521
H -2.1665 1.8816 0.0039  0.422
H -0.2864 -1.1967 1.6967  0.342
H 0.7039 -1.7104 0.4230  0.319
H 2.0544 1.3105 -1.0237  0.299
H 1.4816 -0.1622 -1.5623  0.271
H 1.0327 0.5602 1.5681  0.367

Record 3
# C11H19Cl2FN5O3

A gas-phase ion, C11H19Cl2FN5O3 (charge +1) in a non-equilibrium geometry (ωB97M-V with the def2-TZVPD basis set, OMol25).

Summary:
**LUMO energy**: -6.09 eV
**Orbital gap**: 6.23 eV
**HOMO**: -12.33 eV
**Net charge**: +1

Each line ends with the Mulliken charge.
Atoms and positions in Å:
N -1.5719 1.4195 3.8466  -0.645
C -0.8610 2.1318 2.6795  -0.441
C 0.3352 1.1832 2.0454  -0.411
C -0.1943 -0.2267 1.4002  -0.376
C -0.3260 -0.2403 -0.2350  0.507
C -1.8148 0.3430 -0.7238  -0.752
C -3.0689 -0.6104 -0.2697  -0.603
C -3.5088 -1.7441 -1.3701  -0.341
Cl -4.4496 -1.0793 -2.8222  -0.179
N -0.3083 -1.7009 -0.7334  -0.230
C 0.4075 -1.7018 -2.0957  0.278
N -0.2229 -2.2316 -3.2272  -0.266
N 1.8056 -1.0810 -2.3027  -0.165
Cl 1.5345 0.0024 -3.6649  0.027
C 1.9935 -0.2565 -1.0119  0.510
C 3.3549 0.6833 -1.0472  -0.198
O 4.2697 0.6948 -2.0188  -0.489
N 3.5742 1.5662 0.1895  -0.125
C 4.7893 0.9418 0.9029  0.649
O 4.7714 -0.3268 1.3949  -0.441
F 6.0715 1.7110 1.1018  -0.214
O 0.7386 0.5612 -0.9144  -0.489
H -2.2899 0.7536 3.4297  0.241
H -2.1684 2.1757 4.2908  0.284
H -1.6178 2.5463 1.8892  0.189
H -0.3181 3.0754 3.1644  0.364
H 1.0087 1.8346 1.3452  0.201
H 1.0249 0.8854 2.9732  0.289
H 0.5477 -1.0839 1.7226  0.445
H -1.2279 -0.4721 1.9442  0.010
H -2.0263 1.4311 -0.3489  0.330
H -1.7758 0.3208 -1.9145  0.245
H -4.0063 0.1155 -0.1357  0.344
H -2.9324 -1.1587 0.7571  0.343
H -4.2325 -2.5030 -0.8010  0.354
H -2.6291 -2.3911 -1.7934  0.043
H 0.2280 -2.2972 -0.0608  0.495
H 0.2724 -2.8269 -3.9398  0.314
H -1.2303 -1.9864 -3.4650  0.275
H 2.1331 -0.9638 -0.0599  0.283
H 3.9206 2.5060 -0.1213  0.346

Sequential energy output: -64324.08798, -9172.58189, -53053.99510 eV